## one
Below is a gas-phase ion, C2H4O2PS (charge -1), with properties calculated with wB97M-V/def2-TZVPD.

Summary:
E_LUMO: 3.750 eV
Total charge: -1
Frontier orbital gap: 8.09 eV

Structure (XYZ):
```
10
C2H4O2PS | the OMol25 dataset | wB97M-V/def2-TZVPD
C 0.21339 1.23063 -1.33141
C 0.23580 0.00733 -0.87282
P 0.25686 -0.57687 1.10845
O 1.18836 0.24687 2.01790
O -1.29817 -0.12257 1.49700
S 0.40777 -2.47386 0.88072
H 0.33162 1.35212 -2.39840
H 0.37307 2.16869 -0.87343
H 0.26113 -0.92062 -1.37815
H -1.96986 -0.91172 1.35015
```


## two
Below is 2 unconnected molecules or ions with the total composition C2H4O2PS, with properties calculated with wB97M-V/def2-TZVPD.

Summary:
E_LUMO (spin up / spin down): 3.324 / 3.323 eV
Total charge: -1
Frontier orbital gap (spin up / spin down): 7.41 / 7.41 eV

Structure (XYZ):
```
10
C2H4O2PS | the OMol25 dataset | wB97M-V/def2-TZVPD
C -1.39125 0.03426 0.77065
C -0.37066 -0.29885 -0.04241
O 1.57311 0.72395 1.46213
O 0.58250 0.59661 -2.52579
P -0.12787 -0.50025 -1.75713
S 0.37082 -2.41357 -2.08743
H -1.15197 -0.05110 1.90423
H -2.34281 0.45531 0.46502
H 1.86500 1.37480 0.86923
H 0.99313 0.07884 0.94150
```


Preferred: one; penalty for the next structure: 205.7 kJ/mol.


## one
Below is a gas-phase ion, CH2NO3S (charge -1), with properties calculated with wB97M-V/def2-TZVPD.

Summary:
E_LUMO: 4.009 eV
Total charge: -1
Frontier orbital gap: 8.66 eV

Structure (XYZ):
```
8
CH2NO3S | the OMol25 dataset | wB97M-V/def2-TZVPD
C -0.42373 -0.80725 -0.74470
N -0.72850 0.36662 -0.23023
O -3.00108 0.75699 1.18619
O -0.98276 -1.90473 -0.66379
O -1.84125 2.73037 -0.22903
S -2.55308 1.09785 -0.14245
H 0.62871 -0.77032 -1.41806
H -0.00164 1.08600 -0.43834
```


## two
Below is 2 unconnected molecules or ions with the total composition CH2NO3S, with properties calculated with wB97M-V/def2-TZVPD.

Summary:
E_LUMO: 4.150 eV
Total charge: -1
Frontier orbital gap: 7.96 eV

Structure (XYZ):
```
8
CH2NO3S | the OMol25 dataset | wB97M-V/def2-TZVPD
C 0.80729 -2.17202 -0.72186
N 0.13487 -1.93709 0.22471
O -0.38738 2.51681 0.42147
O 0.43145 0.47409 -0.93661
O -1.32322 0.34275 0.91704
S -0.09942 1.10518 0.59741
H 0.86087 1.24874 -1.50077
H -0.42447 -1.57845 0.99862
```


## three
Below is a molecular structure, CH2NO3S, with properties calculated with wB97M-V/def2-TZVPD.

Summary:
E_LUMO: 3.799 eV
Total charge: -1
Frontier orbital gap: 6.95 eV

Structure (XYZ):
```
8
CH2NO3S | the OMol25 dataset | wB97M-V/def2-TZVPD
C -1.83266 1.46939 0.37585
N -0.13543 0.51617 0.23929
O 0.13178 0.46857 -1.17838
O -2.55914 0.88595 1.13169
O -1.75889 2.41351 -0.36327
S -0.18267 -0.99713 1.04604
H -1.44952 -1.09632 1.52108
H -0.47083 1.24229 -1.43953
```


Preferred: two; penalty for the next structure: 9.4 kJ/mol.


## one
Below is 13 unconnected molecules or ions with the total composition C4H33NO13, with properties calculated with wB97M-V/def2-TZVPD.

Summary:
E_LUMO: -0.040 eV
Frontier orbital gap: 8.93 eV

Structure (XYZ):
```
51
C4H33NO13 | the OMol25 dataset | wB97M-V/def2-TZVPD
O 3.14179 1.35861 0.08898
C 2.41315 2.21124 -0.40708
C 2.01381 2.29596 -1.88535
C 0.65282 1.77829 -2.28637
C -0.35189 2.09357 -1.15962
N 0.13048 1.42039 0.07836
H 2.18014 3.01486 0.23822
H 2.03242 3.40311 -2.13603
H 2.69002 1.85534 -2.65077
H 0.51591 0.72067 -2.53260
H 0.35954 2.36776 -3.15303
H -0.58012 3.17445 -1.03952
H -1.37093 1.82200 -1.58520
H -0.42496 1.87844 0.87451
H 0.11672 0.40007 0.17831
H 0.66122 -1.78941 -1.44238
H 1.43050 -1.83072 -2.70902
O 0.52476 -1.75743 -2.39607
H -2.84114 2.18345 3.30683
H -1.36015 2.26032 3.02891
O -2.18298 2.80334 2.97513
H 1.63108 -4.29745 0.07718
H 0.37188 -4.21013 -0.81882
O 0.73351 -4.70688 -0.07731
H -3.59799 3.17342 -0.12791
H -2.76647 2.89524 1.21304
O -2.82764 2.75087 0.25024
H -3.17187 0.60288 0.34238
H -4.48683 0.84452 -0.28426
O -3.86310 0.12162 -0.12560
H 4.39624 0.52633 -1.73858
H 3.21323 0.04471 -1.06182
O 3.79086 -0.22038 -1.84298
H -3.79557 -1.46696 0.69271
H -3.18078 -2.84020 0.32982
O -3.16042 -2.14515 1.03412
H -0.04423 -2.41277 1.05628
H -1.64502 -1.85880 0.81306
O -0.64400 -1.72804 0.75944
H 0.65650 0.99178 3.29594
H -0.62718 0.50755 3.87174
O -0.30157 1.14021 3.21864
H 3.56667 -2.81944 -0.91827
H 2.99855 -2.52199 0.50179
O 2.86246 -2.38539 -0.43398
H 2.65651 -1.73637 3.70799
H 1.59222 -0.98355 2.80592
O 1.80925 -1.29953 3.68305
H -2.60763 -2.15543 -2.21960
H -1.18249 -2.63176 -1.63880
O -2.12728 -2.84323 -1.75160
```


## two
Below is 13 unconnected molecules or ions with the total composition C4H33NO13, with properties calculated with wB97M-V/def2-TZVPD.

Summary:
E_LUMO: 0.068 eV
Frontier orbital gap: 10.31 eV

Structure (XYZ):
```
51
C4H33NO13 | the OMol25 dataset | wB97M-V/def2-TZVPD
O 2.93428 -0.62289 -2.63567
C 3.46265 0.34771 -2.12910
C 2.84915 1.70448 -2.06057
C 1.45615 1.76423 -2.69678
C 0.33843 1.49523 -1.69148
N 0.54751 0.27467 -0.90589
H 4.49044 0.17224 -1.76570
H 2.69299 1.88938 -0.98863
H 3.46933 2.48411 -2.49757
H 1.43080 1.09316 -3.56175
H 1.21661 2.75034 -3.09369
H 0.28207 2.39644 -1.06677
H -0.62696 1.42172 -2.20596
H -0.29969 0.03682 -0.40085
H 0.67984 -0.52171 -1.52965
H -4.39949 -0.42841 0.77806
H -4.35940 -0.57639 -0.71246
O -4.73456 0.00351 -0.03943
H 2.54714 -0.78544 3.34780
H 1.63313 -1.68117 2.50023
O 1.61857 -0.94227 3.14193
H -3.09354 -0.82310 2.27725
H -2.30249 -0.09146 1.29304
O -2.73068 -0.95801 1.39264
H 1.79523 0.21574 1.66028
H 1.43934 0.48699 0.12288
O 1.76116 0.88019 0.94507
H 0.01740 1.62165 2.65019
H 0.48238 0.49906 3.53707
O -0.11270 1.25969 3.54279
H 2.09420 -2.79471 -0.60582
H 2.99576 -2.28072 -1.70103
O 2.68564 -3.11855 -1.31768
H -1.56343 2.06832 0.33365
H -0.06418 1.58155 0.27264
O -0.71862 1.98813 0.85307
H -3.21537 1.06762 3.49072
H -2.24349 1.73234 2.62908
O -3.15368 1.39676 2.58229
H 1.01886 -1.43885 0.58532
H 0.39617 -2.86765 0.82164
O 1.22748 -2.35063 0.82234
H 0.06762 -3.06952 -3.31304
H 0.95605 -3.05832 -2.02912
O 0.14100 -2.69754 -2.43177
H -1.19527 -2.83192 -0.56145
H -1.93825 -2.27600 0.71720
O -1.31885 -2.95292 0.38873
H -3.70503 1.47212 0.13339
H -3.64275 2.68791 0.98622
O -3.30897 2.37608 0.13635
```


Preferred: two; penalty for the next structure: 98.9 kJ/mol.


## one
Below is a single C3H5NO2S molecule, with properties calculated with wB97M-V/def2-TZVPD.

Summary:
E_LUMO: 0.485 eV
Frontier orbital gap: 9.93 eV

Structure (XYZ):
```
12
C3H5NO2S | the OMol25 dataset | wB97M-V/def2-TZVPD
C 0.84178 0.16085 -2.41656
N 0.40911 -0.55991 -1.46908
S 1.21826 -0.33938 0.06716
C -0.11270 -0.74470 1.15305
C -1.17715 0.28739 1.46652
O -2.22497 -0.04260 1.90902
O -0.84332 1.57253 1.31030
H 1.67136 0.85338 -2.40872
H 0.44562 -0.03016 -3.41946
H -0.61319 -1.63440 0.75184
H 0.32270 -1.13284 2.04593
H 0.06250 1.60985 1.00999
```


## two
Below is a single C3H5NO2S molecule, with properties calculated with wB97M-V/def2-TZVPD.

Summary:
E_LUMO: 0.339 eV
Frontier orbital gap: 9.32 eV

Structure (XYZ):
```
12
C3H5NO2S | the OMol25 dataset | wB97M-V/def2-TZVPD
C 0.24490 -1.79152 0.00694
N -0.98871 -1.71973 -0.37375
O -1.66806 -0.52512 -0.65690
C -1.18249 0.66904 0.08864
O -0.17699 1.26824 -0.52943
C 1.25945 1.00538 -0.22402
S 1.64402 -0.75390 -0.41012
H 0.60706 -2.53957 0.61921
H -2.13222 1.20848 0.09517
H -1.08293 0.36815 1.14236
H 1.47986 1.22160 0.96379
H 1.99610 1.58895 -0.72189
```


## three
Below is a molecular structure, C3H5NO2S, with properties calculated with wB97M-V/def2-TZVPD.

Summary:
E_LUMO: 0.172 eV
Frontier orbital gap: 8.42 eV

Structure (XYZ):
```
12
C3H5NO2S | the OMol25 dataset | wB97M-V/def2-TZVPD
C -1.72193 0.27793 0.12630
C -0.63593 -0.83873 -0.11669
C 2.49636 -0.21927 -0.00766
H -1.67864 2.30351 0.28838
H -2.62235 0.03675 -0.42173
H -1.97779 0.16314 1.21934
H 3.70656 -0.40748 0.03591
H 2.34649 0.98065 -0.43245
N 1.63514 -1.13339 -0.01133
O -1.00823 1.47444 -0.34096
O 0.38022 -0.15207 -0.18079
S -0.91991 -2.48548 -0.15832
```


## four
Below is 2 unconnected molecules or ions with the total composition C3H5NO2S, with properties calculated with wB97M-V/def2-TZVPD.

Summary:
E_LUMO: -0.441 eV
Frontier orbital gap: 9.35 eV

Structure (XYZ):
```
12
C3H5NO2S | the OMol25 dataset | wB97M-V/def2-TZVPD
C 0.36456 -1.38710 0.03157
C -2.38830 0.24970 0.98961
C 0.80528 0.99228 0.00126
N 0.26962 -0.19528 0.64721
O 1.25980 -1.59588 -0.75489
O 0.61073 1.08514 -1.40835
S -3.22233 0.12939 -0.28824
H -0.32047 -2.27380 0.37395
H -0.08355 0.01625 1.54762
H 0.15595 1.85840 0.49949
H 1.95653 0.97357 0.06223
H 0.59216 0.14733 -1.70145
```


Preferred: one; penalty for the next structure: 230.7 kJ/mol.


## one
Below is a single C3H5NO2S molecule, with properties calculated with wB97M-V/def2-TZVPD.

Summary:
E_LUMO: 0.254 eV
Frontier orbital gap: 9.81 eV

Structure (XYZ):
```
12
C3H5NO2S | the OMol25 dataset | wB97M-V/def2-TZVPD
C -0.21543 -0.82779 1.01023
C -0.01099 0.26806 -0.00387
N -0.93698 1.01149 -0.39917
S -2.49856 0.55036 0.28982
C 1.20704 0.43502 -0.88254
O 1.62749 1.30667 -1.59064
O 2.08418 -0.58062 -0.59670
H 0.63454 -1.49580 0.99676
H -1.24172 -1.27218 0.68733
H -0.42192 -0.38853 2.07836
H -3.05647 1.61302 -0.19486
H 2.82883 -0.61970 -1.39471
```


## two
Below is a single C3H5NO2S molecule, with properties calculated with wB97M-V/def2-TZVPD.

Summary:
E_LUMO: 0.068 eV
Frontier orbital gap: 9.05 eV

Structure (XYZ):
```
12
C3H5NO2S | the OMol25 dataset | wB97M-V/def2-TZVPD
C 2.78436 0.00689 -0.24843
N 1.45426 0.07382 -0.49845
O 0.69436 -0.34327 0.54915
C -0.47912 -0.60260 0.15276
O -1.08539 0.67146 0.25685
C -2.43456 0.89314 -0.02474
S -3.40183 -0.43317 -0.21617
H 3.30892 0.44072 -0.95749
H 3.21625 -0.53540 0.69418
H -0.36549 -1.00583 -0.93382
H -1.13761 -1.19489 0.93273
H -2.55416 2.02912 0.29344
```


Preferred: one; penalty for the next structure: 326.9 kJ/mol.


## one
Below is 2 unconnected molecules or ions with the total composition C2HClN2O, with properties calculated with wB97M-V/def2-TZVPD.

Summary:
E_LUMO (spin up / spin down): -1.433 / -1.430 eV
Frontier orbital gap (spin up / spin down): 7.42 / 7.42 eV

Structure (XYZ):
```
7
C2HClN2O | the OMol25 dataset | wB97M-V/def2-TZVPD
C -0.75024 0.07267 -1.21491
C 0.72376 0.25496 1.22410
N -0.88829 1.09693 -1.74281
N -0.51289 -0.86222 -0.44220
O 1.32780 -0.49707 1.92838
Cl 0.46209 1.74553 0.81564
H -0.36222 -1.81079 -0.56821
```


## two
Below is a single C2HClN2O molecule, with properties calculated with wB97M-V/def2-TZVPD.

Summary:
E_LUMO: 0.438 eV
Frontier orbital gap: 11.22 eV

Structure (XYZ):
```
7
C2HClN2O | the OMol25 dataset | wB97M-V/def2-TZVPD
Cl 2.38546 -0.27619 -0.00210
C 0.74383 -0.29914 -0.01555
C -0.21427 0.80418 -0.04777
N -1.42221 0.34333 0.00389
O -1.31990 -0.98516 0.00394
N -0.01366 -1.42278 -0.01959
H -0.15925 1.83577 0.07718
```


## three
Below is a single C2HClN2O molecule, with properties calculated with wB97M-V/def2-TZVPD.

Summary:
E_LUMO: -1.227 eV
Frontier orbital gap: 9.07 eV

Structure (XYZ):
```
7
C2HClN2O | the OMol25 dataset | wB97M-V/def2-TZVPD
N -0.32767 -1.72658 -1.59505
C -0.23524 -0.94874 -0.79581
C -0.19149 0.33546 -0.01601
Cl -1.80976 1.04950 0.00410
N 0.39015 0.21829 1.38988
O 1.57245 0.21921 1.48534
H 0.60156 0.85286 -0.47245
```


Preferred: two; penalty for the next structure: 79.1 kJ/mol.